Record 1
Below is one molecule with the formula C5H8O, with properties calculated with ωB97M-V with the def2-TZVPD basis set.

Output
Kohn-Sham gap (alpha / beta)	0.2845 / 0.2845	Ha
electronic energy	-270.30287	a.u.

Geometry as ORCA input:
```
! RIJCOSX wB97M-V def2-TZVPD def2/J DEFGRID3
* xyz 0 1
C -1.6066 0.1403 0.3067
C -0.4274 1.1260 -0.6011
C 0.3159 -0.3712 0.9152
C 1.3108 -0.5784 -0.1740
C 0.9388 0.6405 -0.9768
O -0.2089 0.4544 -1.7791
H -1.8186 0.5049 1.3132
H -1.7359 -0.9494 0.2456
H -2.4003 0.5293 -0.3420
H 0.5597 0.4542 1.5812
H -0.1084 -1.2284 1.4332
H 2.3468 -0.5651 0.1825
H 1.1535 -1.4969 -0.7478
H 1.6807 1.3399 -1.3569
*
```

Mulliken atomic charge list, values in e, 5 entries: -0.816 -0.322 -0.820 -0.669 0.121

***

Record 2
Below is one molecule with the formula C5H8O, with properties calculated with ωB97M-V with the def2-TZVPD basis set.

Output
Kohn-Sham gap	0.3851	Ha
structure (SMILES)	C1=CCOCC1
electronic energy	-270.51716	a.u.

Geometry as ORCA input:
```
! RIJCOSX wB97M-V def2-TZVPD def2/J DEFGRID3
* xyz 0 1
C -0.0705 1.2988 0.3142
C 1.1658 0.8137 0.2925
C 1.4096 -0.6425 0.0113
O 0.2896 -1.4382 0.3325
C -0.9100 -1.0161 -0.2808
C -1.2724 0.4584 -0.0151
H -0.2487 2.3376 0.5855
H 2.0217 1.4464 0.5175
H 2.2258 -1.0156 0.6381
H 1.7072 -0.7864 -1.0437
H -1.6811 -1.6722 0.1355
H -0.8688 -1.2040 -1.3652
H -1.7526 0.8778 -0.9098
H -2.0157 0.5424 0.7874
*
```

Mulliken atomic charge list, values in e, 5 entries: -0.372 -0.298 -0.491 -0.367 -0.483